Formula: C28H49BN5O5P3RuTe
Source: the OMol25 dataset
Level of theory: ωB97M-V with the def2-TZVPD basis set

Its total energy is -3158.13139 hartree. For the LUMO energy (spin up / spin down), the calculation gives -0.11056 / -0.10751 hartree. The calculation puts the energy above the lowest of the compared OMol25 structures with the same formula, charge and spin at 45.0 kcal per mole. Its spin multiplicity is 2. As for the HOMO-LUMO gap (spin up / spin down): 6.69 / 7.61 eV. The expectation value of S² is 0.757. Its charge is +1.

```
93
Properties=species:S:1:pos:R:3:forces:R:3:lowdin_spin:R:1
Ru -0.1081 1.1663 0.5157 0.3 0.5 -0.9 0.79
C 2.0554 4.2558 0.1955 -0.1 0.2 0.1 0.00
P 0.6126 3.2441 -0.2464 0.1 -0.3 -0.2 0.02
C 0.7737 3.1273 -2.0650 0.1 0.1 -0.1 0.02
C -0.6877 4.5089 -0.0314 -0.1 0.1 -0.1 0.00
C -1.9967 3.8548 -0.4176 -0.1 0.2 0.0 0.01
P -2.1455 2.2830 0.5105 -0.2 0.3 0.2 0.00
C -3.6738 1.6971 -0.2857 -0.1 0.0 0.0 0.00
C -2.8264 2.8810 2.0865 0.0 0.1 0.1 0.00
H 2.0885 5.1166 -0.4754 0.0 0.0 0.0 0.00
H 2.9875 3.7266 0.1036 0.2 -0.1 0.0 0.00
H 1.9615 4.6191 1.2197 0.0 0.0 0.0 0.00
H 0.6873 4.1037 -2.5477 0.0 0.0 0.0 0.00
H 0.0222 2.4514 -2.4751 0.0 0.0 0.0 0.00
H 1.7537 2.7121 -2.3096 0.0 0.0 0.0 0.00
H -0.4539 5.3945 -0.6268 0.0 0.0 0.0 0.00
H -0.7019 4.8190 1.0172 0.0 0.0 0.0 0.00
H -2.0242 3.6301 -1.4872 0.0 0.0 0.0 0.00
H -2.8658 4.4792 -0.1970 0.0 0.0 0.0 0.00
H -4.3805 2.5288 -0.2878 0.0 0.0 0.0 0.00
H -4.1386 0.8786 0.2519 0.0 -0.1 0.0 0.00
H -3.4830 1.4077 -1.3164 0.0 0.1 0.1 0.00
H -3.7069 3.5029 1.9170 0.0 0.0 0.0 0.00
H -2.0753 3.4670 2.6171 0.0 0.0 0.0 0.00
H -3.1067 2.0309 2.7065 0.0 0.0 0.0 0.00
C -1.3801 1.2724 4.5152 0.0 0.0 0.1 0.00
Te 0.1059 0.6336 3.1408 0.2 -0.1 -0.1 0.05
C 1.4732 2.1743 3.7068 0.0 0.0 0.1 0.00
H -1.6173 2.3266 4.4099 0.0 -0.1 0.0 0.00
H -0.9656 1.0818 5.5023 0.0 0.0 0.0 0.00
H -2.2618 0.6543 4.3680 0.0 0.0 0.0 0.00
H 2.2724 1.7589 4.3162 0.0 0.0 0.0 0.00
H 0.9314 2.9234 4.2802 0.0 0.0 0.0 0.00
H 1.8837 2.6302 2.8097 0.0 0.0 0.0 0.00
O -0.0311 -1.9371 1.2817 -0.2 -0.1 -0.3 0.02
B -0.3882 -1.2291 0.1060 0.1 -1.4 0.2 0.03
O 0.1953 -1.8523 -1.0314 -0.1 0.1 0.3 0.00
C 0.8178 -2.9785 -0.5352 0.0 0.0 0.0 0.00
C 1.5102 -3.9365 -1.2388 0.0 0.0 0.1 0.00
C 2.0560 -4.9798 -0.4877 0.0 0.0 0.0 0.00
C 1.9123 -5.0334 0.8940 0.0 0.0 0.0 0.00
C 1.2168 -4.0482 1.5975 0.1 0.0 -0.1 0.00
C 0.6784 -3.0307 0.8451 0.0 0.0 -0.2 0.00
H 1.6244 -3.8840 -2.3126 0.0 0.0 0.0 0.00
H 2.6035 -5.7615 -0.9956 0.0 0.0 0.0 0.00
H 2.3468 -5.8606 1.4382 0.0 0.0 0.0 0.00
H 1.1045 -4.0808 2.6714 0.0 0.0 0.0 0.00
C -2.6084 -3.8933 -1.3916 0.0 0.0 0.0 0.00
C -2.9959 -2.8442 -2.4262 0.0 0.0 0.0 0.00
C -3.4936 -1.4805 -1.8479 0.1 -0.1 0.1 0.00
C -4.3175 -0.7232 -2.9133 -0.1 0.0 0.0 0.00
C -3.6598 -0.5306 -4.2742 0.0 0.0 -0.1 0.00
C -4.4305 -1.8119 -0.6953 -0.1 0.0 -0.1 0.00
O -5.5005 -2.3361 -0.8572 0.0 0.1 0.0 0.00
N -4.0139 -1.4699 0.5843 0.1 -0.2 0.2 0.00
C -2.7505 -1.0930 0.9876 0.0 -0.1 0.1 0.00
O -2.4786 -0.9288 2.1525 -0.1 0.0 -0.1 0.01
N -1.8392 -0.8886 -0.0506 0.2 0.7 0.0 0.02
C -2.2682 -0.7082 -1.3926 -0.1 -0.1 0.0 0.00
O -1.5923 -0.0275 -2.1179 0.1 0.1 0.0 0.01
H -2.2121 -4.7800 -1.8848 0.0 0.0 0.0 0.00
H -3.4716 -4.2107 -0.8053 0.0 0.0 0.0 0.00
H -1.8390 -3.5427 -0.7074 0.1 0.0 0.1 0.00
H -3.8160 -3.2237 -3.0371 0.0 0.0 0.0 0.00
H -2.1613 -2.6311 -3.0957 0.0 0.0 0.0 0.00
H -4.6400 0.2407 -2.5064 0.1 -0.1 0.0 0.00
H -5.2262 -1.3153 -3.0326 0.0 0.1 0.0 0.00
H -2.7057 -0.0149 -4.2086 0.0 0.0 0.0 0.00
H -4.3246 0.0553 -4.9083 0.0 0.0 0.0 0.00
H -3.4974 -1.4831 -4.7777 0.0 0.0 0.0 0.00
H -4.6506 -1.6941 1.3386 0.0 0.0 0.0 0.00
C 5.1860 -0.1649 1.4189 0.0 0.1 -0.1 0.00
N 4.1894 -1.2318 1.4157 0.0 0.2 0.0 0.00
C 4.3143 -2.0013 0.1797 0.0 -0.2 0.1 0.00
N 4.2590 -1.1862 -1.0299 0.1 0.1 0.0 0.00
C 5.2575 -0.1300 -0.9411 0.2 0.0 -0.1 0.00
N 5.1047 0.7042 0.2394 -0.1 0.1 0.2 0.00
C 3.8793 1.5028 0.2096 0.2 0.0 -0.1 0.00
P 2.3390 0.4446 0.1498 -0.5 -0.5 0.7 0.00
C 2.8572 -0.6580 1.5579 0.2 0.0 0.0 0.00
C 2.9478 -0.6135 -1.2628 -0.1 0.5 -0.4 0.00
H 6.1836 -0.6068 1.4256 0.0 0.0 0.0 0.00
H 5.0659 0.4371 2.3222 0.0 0.0 0.0 0.00
H 3.5269 -2.7551 0.1465 0.0 0.0 0.0 0.00
H 5.2801 -2.5109 0.1968 0.0 0.0 0.0 0.00
H 5.2065 0.4941 -1.8362 0.0 0.0 0.0 0.00
H 6.2482 -0.5873 -0.8928 0.0 0.0 0.0 0.00
H 3.9138 2.1491 -0.6731 0.0 0.0 0.0 0.00
H 3.8690 2.1356 1.0972 -0.1 0.0 0.1 0.00
H 2.1160 -1.4408 1.6761 0.1 0.0 0.1 0.00
H 2.8489 -0.0494 2.4668 -0.1 0.0 0.0 0.00
H 3.0269 0.0397 -2.1401 -0.1 0.0 0.0 0.00
H 2.2178 -1.3654 -1.5124 0.0 -0.1 0.0 0.00
```
Forces are in eV/Å.

Formula: C28H49BN8O2Pt
Source: the OMol25 dataset
Level of theory: ωB97M-V with the def2-TZVPD basis set

Its total energy is -1829.11513 hartree. For the LUMO energy (spin up / spin down), the calculation gives 0.00815 / 0.00818 hartree. The calculation puts the energy above the lowest of the compared OMol25 structures with the same formula, charge and spin at 3.3 kcal per mole. Its spin multiplicity is 1. As for the HOMO-LUMO gap (spin up / spin down): 7.98 / 7.98 eV.

```
89
Properties=species:S:1:pos:R:3:forces:R:3:lowdin_charge:R:1
Pt 1.1468 -0.9984 -1.0689 0.0 0.2 -0.1 1.18
C 4.3600 2.2658 -0.9917 0.1 0.0 0.0 -0.05
C 2.9773 2.2457 -1.6400 0.0 0.0 0.0 -0.37
C 2.7340 3.5170 -2.4558 0.0 0.0 0.0 -0.06
C 1.9011 2.0753 -0.6116 0.0 0.1 -0.2 -0.28
C 1.6388 2.8403 0.5271 0.0 0.0 0.1 0.03
C 0.5245 2.2597 1.1148 0.0 -0.1 0.0 -0.22
C -0.1752 2.6481 2.3817 0.0 0.0 0.0 -0.36
C 0.8060 2.6584 3.5538 0.0 0.0 0.0 -0.05
C -0.8729 3.9998 2.2318 0.0 0.0 0.0 -0.04
N 0.1478 1.2146 0.3575 -0.2 0.2 -0.3 0.05
N 0.9804 1.1260 -0.7252 0.2 -0.1 0.1 0.00
B -1.1030 0.2696 0.4489 0.3 0.0 0.3 -0.48
N -0.7869 -1.0920 1.1634 0.0 -0.3 -0.2 0.06
N 0.1820 -1.9221 0.6654 0.3 -0.2 0.1 0.00
C 0.2092 -3.0250 1.3921 -0.1 -0.1 -0.1 -0.25
C -0.7867 -2.9409 2.3773 0.0 0.0 0.0 0.03
C -1.4097 -1.7285 2.1920 0.1 0.3 0.0 -0.20
C -2.6396 -1.2743 2.9342 0.0 -0.1 0.0 -0.34
C -2.5600 0.0715 3.6542 0.0 0.0 0.0 -0.06
C -3.8711 -1.3543 2.0271 0.0 0.0 0.0 -0.04
C 1.1398 -4.1920 1.2022 0.0 0.0 0.1 -0.35
C 2.1457 -4.2367 2.3577 0.1 0.0 0.0 -0.06
C 1.8637 -4.2486 -0.1336 0.1 0.0 0.0 -0.06
N -1.5523 -0.0349 -1.0030 -0.2 0.0 -0.1 0.08
N -0.7085 -0.8342 -1.7030 -0.5 0.1 -0.2 -0.09
C -1.2340 -1.0791 -2.8986 0.0 -0.1 0.0 -0.23
C -2.4587 -0.4180 -2.9756 0.0 -0.1 0.1 0.03
C -2.6287 0.2488 -1.7719 0.0 0.0 0.1 -0.16
C -3.8000 1.1714 -1.4934 0.0 -0.1 0.0 -0.33
C -3.9209 2.1500 -2.6706 0.0 0.0 0.0 -0.06
C -3.8156 1.9771 -0.1990 0.0 0.0 0.0 -0.07
C -0.5834 -1.8952 -3.9819 -0.1 0.0 0.0 -0.35
C 0.6992 -2.6077 -3.5681 0.0 0.0 0.0 -0.08
C -0.3387 -1.0269 -5.2190 0.1 0.1 0.0 -0.06
H 5.1312 2.4654 -1.7370 0.0 0.0 0.0 0.08
H 4.5998 1.3116 -0.5237 0.0 0.0 0.0 0.07
H 4.4210 3.0512 -0.2341 0.0 0.0 0.0 0.08
H 2.9156 1.3788 -2.3034 0.0 0.0 0.0 0.12
H 2.8003 4.4031 -1.8201 0.0 0.0 0.0 0.08
H 1.7457 3.5080 -2.9172 0.0 0.0 0.0 0.08
H 3.4816 3.6127 -3.2449 0.0 0.0 0.0 0.08
H 2.1842 3.6990 0.8819 0.0 0.0 0.0 0.12
H -0.9293 1.8915 2.5823 0.0 0.0 0.0 0.09
H 1.5934 3.3984 3.3979 0.0 0.0 0.0 0.08
H 1.2817 1.6840 3.6787 0.0 0.0 0.0 0.07
H 0.2928 2.9082 4.4839 0.0 0.0 0.0 0.08
H -0.1479 4.7871 2.0169 0.0 0.0 0.0 0.08
H -1.3984 4.2669 3.1503 0.0 0.0 0.0 0.08
H -1.5978 3.9832 1.4168 0.0 0.0 0.0 0.07
H -1.9584 0.8036 1.0584 0.0 0.0 0.0 0.08
H -1.0399 -3.6830 3.1163 0.0 0.0 0.0 0.12
H -2.7567 -2.0336 3.7128 0.0 0.0 0.0 0.13
H -2.7145 0.9064 2.9731 0.0 0.0 0.0 0.05
H -1.6005 0.2075 4.1559 0.0 0.0 0.0 0.08
H -3.3436 0.1218 4.4119 0.0 0.0 0.0 0.08
H -3.7451 -0.7245 1.1474 0.0 0.0 0.0 0.05
H -4.7650 -1.0211 2.5579 0.0 0.0 0.0 0.08
H -4.0372 -2.3751 1.6820 0.0 0.0 0.0 0.09
H 0.5003 -5.0792 1.2722 0.0 0.0 0.1 0.14
H 2.8437 -3.4015 2.2701 0.0 0.0 0.0 0.07
H 2.7259 -5.1603 2.3266 0.0 0.0 0.0 0.08
H 1.6516 -4.1756 3.3281 0.0 0.0 0.0 0.07
H 2.4913 -3.3734 -0.2948 0.0 0.0 0.0 0.05
H 1.1761 -4.3383 -0.9733 -0.1 0.0 0.0 0.06
H 2.5210 -5.1197 -0.1437 0.0 0.0 0.0 0.09
H -3.1393 -0.4280 -3.8089 0.0 0.0 0.0 0.12
H -4.6925 0.5361 -1.5010 0.0 0.0 0.0 0.14
H -3.0370 2.7888 -2.7209 0.0 0.0 0.0 0.09
H -4.7954 2.7880 -2.5372 0.0 0.0 0.0 0.08
H -4.0178 1.6394 -3.6267 0.0 0.0 0.0 0.07
H -2.9165 2.5871 -0.0992 0.0 0.0 0.0 0.08
H -3.9108 1.3648 0.6919 0.0 0.0 0.0 0.05
H -4.6736 2.6506 -0.2306 0.0 0.0 0.0 0.08
H -1.3190 -2.6633 -4.2462 0.0 0.0 -0.1 0.14
H 1.4597 -1.9038 -3.1947 0.0 0.0 -0.1 0.06
H 1.1358 -3.1006 -4.4380 0.0 0.0 0.0 0.09
H 0.5269 -3.3660 -2.8077 -0.1 0.0 0.0 0.06
H 0.4066 -0.2597 -4.9978 0.0 0.0 0.0 0.09
H -1.2458 -0.5243 -5.5532 0.0 0.0 0.0 0.07
H 0.0372 -1.6390 -6.0395 0.0 0.0 0.0 0.08
N 2.5201 -0.2505 1.6729 0.0 0.0 -0.1 0.03
N 3.5895 -1.0961 1.3523 0.2 0.0 0.1 -0.02
C 4.0087 -1.2507 0.0229 -0.4 0.1 -0.3 -0.73
O 5.1690 -1.5539 -0.1874 0.1 0.0 0.1 0.04
O 3.1285 -1.0814 -0.9240 0.4 -0.1 0.4 -0.24
H 2.8220 0.6996 1.8590 0.0 0.0 0.0 0.08
H 2.0084 -0.6222 2.4614 0.0 0.0 0.0 0.08
H 4.4021 -1.0488 1.9526 0.0 0.0 0.0 0.13
```
Forces are in eV/Å.

Formula: C28H49F4N4O8P2Si2TeTi
Source: the OMol25 dataset
Level of theory: ωB97M-V with the def2-TZVPD basis set

Its total energy is -4696.45770 hartree. For the LUMO energy (spin up / spin down), the calculation gives 0.08756 / 0.08726 hartree. The calculation puts the energy above the lowest of the compared OMol25 structures with the same formula, charge and spin at 0.0 kcal per mole. Its spin multiplicity is 3. As for the HOMO-LUMO gap (spin up / spin down): 4.85 / 7.13 eV. The expectation value of S² is 2.018. Its charge is -1.

```
99
Properties=species:S:1:pos:R:3:forces:R:3:lowdin_spin:R:1
Ti 0.4240 -1.0913 0.3494 0.0 0.0 0.1 1.02
C 1.0029 -4.0797 2.9412 0.0 0.0 0.0 0.00
C 2.0327 -3.2510 2.1948 0.0 0.0 0.0 0.00
N 1.7789 -3.0073 0.7514 0.0 -0.1 -0.1 0.01
C 1.3978 -4.2504 0.0350 0.0 0.0 0.0 0.00
C -0.0861 -4.5787 0.0126 0.0 0.0 0.0 0.00
C 3.0505 -2.5308 0.1633 0.0 0.0 0.0 0.00
C 3.4379 -1.1510 0.6518 0.0 0.0 0.0 0.00
N 2.2757 -0.2778 0.5629 0.1 0.0 0.0 0.00
C 2.5874 1.0694 0.6916 0.0 0.0 0.0 0.00
C 2.0486 1.8791 1.6980 0.0 0.0 0.0 0.00
F 1.2592 1.3464 2.6413 0.0 0.0 0.0 0.00
C 2.3393 3.2266 1.7837 0.0 0.0 0.0 0.00
F 1.7925 3.9437 2.7833 0.0 0.0 0.0 0.00
C 3.1930 3.8470 0.8955 0.0 0.0 0.0 0.00
C 3.7399 3.0657 -0.0994 0.0 0.0 0.0 0.00
F 4.5495 3.6267 -1.0210 0.0 0.0 0.0 0.00
C 3.4459 1.7230 -0.2002 0.0 0.0 0.0 0.00
F 3.9582 1.0382 -1.2435 0.0 0.0 0.0 0.00
H 1.2780 -4.0832 3.9977 0.0 0.0 0.0 0.00
H 0.9835 -5.1165 2.6026 0.0 0.0 0.0 0.00
H 0.0069 -3.6549 2.8546 0.0 0.0 0.0 0.00
H 3.0101 -3.7510 2.2807 0.0 0.0 0.0 0.00
H 2.1131 -2.2770 2.6738 0.0 0.0 0.0 0.00
H 1.9830 -5.0863 0.4463 0.0 0.0 0.0 0.00
H 1.7173 -4.1241 -1.0004 0.0 0.0 0.0 0.00
H -0.2270 -5.5107 -0.5401 0.0 0.0 0.0 0.00
H -0.6430 -3.7957 -0.4965 0.0 0.0 0.0 0.00
H -0.5186 -4.7012 1.0016 0.0 0.0 0.0 0.00
H 2.9114 -2.4946 -0.9144 0.0 0.0 0.0 0.00
H 3.8541 -3.2532 0.3721 0.0 0.0 0.0 0.00
H 4.2768 -0.8147 0.0315 0.0 0.0 0.0 0.00
H 3.8183 -1.1972 1.6836 0.0 0.0 0.0 0.00
H 3.4034 4.9038 0.9642 0.0 0.0 0.0 0.00
N -2.4423 1.4635 3.3838 -0.1 0.0 0.0 0.00
C -2.3767 0.3585 2.3385 0.0 0.0 0.0 0.00
C -3.7907 -0.1685 2.0975 0.0 0.0 0.0 0.00
P -1.3025 -0.9424 3.1538 0.0 0.0 0.0 0.00
O -2.2030 -2.2835 3.1750 0.0 0.0 0.0 0.00
O -1.1412 -0.4484 4.5573 0.0 0.0 0.0 0.00
O -0.0952 -1.2679 2.3301 0.0 0.1 0.0 0.01
P -1.7631 1.2964 0.8093 0.0 0.0 -0.1 0.00
O -2.9091 1.0976 -0.2569 0.0 0.0 0.0 0.00
O -1.8118 2.7220 1.2785 0.0 0.0 0.0 0.00
O -0.4186 0.7982 0.3275 -0.1 0.1 0.0 0.02
H -3.3945 1.5882 3.7152 0.0 0.0 0.0 0.00
H -2.1252 2.3261 2.8635 0.0 0.0 0.0 0.00
H -1.8385 1.1580 4.1719 0.0 0.0 0.0 0.00
H -4.2122 -0.5809 3.0185 0.0 0.0 0.0 0.00
H -3.7605 -0.9585 1.3488 0.0 0.0 0.0 0.00
H -4.4347 0.6305 1.7255 0.0 0.0 0.0 0.00
H -2.5843 -2.3866 4.0541 0.0 0.0 0.0 0.00
H -3.0711 0.1979 -0.6647 0.0 0.0 0.0 0.00
O -3.2195 -1.3118 -1.4120 0.0 0.0 0.0 0.08
C -2.0187 -1.5604 -1.1546 0.0 0.0 0.0 0.07
O -1.5712 -1.6376 0.0569 0.0 0.0 0.0 0.03
C -0.9880 -1.6436 -2.1827 0.0 0.0 0.0 0.19
C -1.2630 -1.7521 -3.5415 0.0 0.0 0.0 0.01
C -0.2435 -1.7399 -4.4643 0.0 0.0 0.0 0.18
C 1.0826 -1.5313 -3.9772 0.0 0.0 0.0 0.07
C 1.2945 -1.3902 -2.6412 0.0 0.0 0.0 0.07
N 0.3126 -1.4922 -1.6947 0.0 0.1 0.0 0.20
H -2.3023 -1.8395 -3.8315 0.0 0.0 0.0 0.00
H -0.4407 -1.8342 -5.5235 0.0 0.0 0.0 0.01
H 1.9200 -1.4308 -4.6557 0.0 0.0 0.0 0.00
H 2.2822 -1.1452 -2.2684 0.0 0.0 0.0 0.00
C -0.8005 6.4852 -2.8291 0.0 0.0 0.0 0.00
Si -1.2409 5.2185 -1.5061 0.0 0.0 0.0 0.00
C -0.0198 5.3661 -0.1041 0.0 0.0 0.0 0.00
C -2.9682 5.5695 -0.8597 0.0 0.0 0.0 0.00
C -1.2617 3.5067 -2.2666 0.0 0.0 0.0 0.00
Te 0.6136 2.4946 -2.4642 0.0 0.0 -0.1 0.00
C 1.2921 3.6856 -4.1323 0.0 0.0 0.1 0.00
Si 2.1981 2.6290 -5.3812 0.1 0.0 0.0 0.00
C 3.4602 1.5370 -4.5323 0.0 0.0 0.0 0.00
C 3.1049 3.7471 -6.5966 0.0 0.0 0.0 0.00
C 0.9499 1.5928 -6.3144 0.0 0.0 0.0 0.00
H -0.8568 7.4987 -2.4227 0.0 0.0 0.0 0.00
H -1.4796 6.4288 -3.6838 0.0 0.0 0.0 0.00
H 0.2156 6.3284 -3.1971 0.0 0.0 0.0 0.00
H -0.0960 6.3505 0.3671 0.0 0.0 0.0 0.00
H 1.0034 5.2281 -0.4576 0.0 0.0 0.0 0.00
H -0.2292 4.5997 0.6448 0.0 0.0 0.0 0.00
H -3.0543 6.5742 -0.4380 0.0 0.0 0.0 0.00
H -3.1918 4.8425 -0.0748 0.0 0.0 0.0 0.00
H -3.7210 5.4639 -1.6450 0.0 0.0 0.0 0.00
H -1.7273 3.5060 -3.2551 0.0 0.0 0.0 0.00
H -1.8662 2.8418 -1.6489 0.0 0.0 0.1 0.00
H 1.8928 4.5161 -3.7599 0.0 0.0 0.0 0.00
H 0.3938 4.0993 -4.5979 0.0 0.0 0.0 0.00
H 4.1758 2.1267 -3.9547 0.0 0.0 0.0 0.00
H 4.0167 0.9536 -5.2709 0.0 0.0 0.0 0.00
H 2.9742 0.8386 -3.8466 0.0 0.0 0.0 0.00
H 3.8483 4.3599 -6.0808 0.0 0.0 0.0 0.00
H 2.4118 4.4208 -7.1063 0.0 0.0 0.0 0.00
H 3.6249 3.1615 -7.3592 0.0 0.0 0.0 0.00
H 0.3513 1.0000 -5.6201 0.0 0.0 0.0 0.00
H 1.4429 0.9044 -7.0062 0.0 0.0 0.0 0.00
H 0.2758 2.2273 -6.8957 0.0 0.0 0.0 0.00
```
Forces are in eV/Å.